ORCA calculation (wB97M-V/def2-TZVPD) on a structure of composition C17H15AlClO3 in a non-equilibrium geometry.

Positions of all 37 atoms, in Å:
C 2.453 -2.774 0.350
C 2.496 -2.379 -0.982
C 1.162 -1.952 -1.443
H 3.360 -2.347 -1.624
C 0.282 -2.199 -0.279
C 1.075 -2.657 0.789
H 0.703 -2.841 1.799
H 3.278 -3.114 0.982
H 0.803 -2.157 -2.462
H -0.807 -2.064 -0.316
Al 0.966 0.207 -1.276
Cl 2.670 0.895 -0.221
C 1.403 1.575 -2.823
C 0.144 0.876 -3.111
C 0.489 -0.263 -3.911
H -0.835 1.355 -3.099
C 1.893 -0.329 -4.013
C 2.461 0.782 -3.386
H 3.513 1.050 -3.429
H 1.466 2.641 -2.576
H -0.210 -0.899 -4.449
H 2.447 -1.066 -4.600
O -2.552 2.353 0.662
C -2.497 1.842 1.913
C -3.357 2.315 2.921
C -3.367 1.722 4.190
C -2.471 0.685 4.500
C -1.586 0.243 3.524
C -1.595 0.802 2.232
C -0.467 0.425 1.296
O 0.429 -0.248 1.840
O -0.492 0.787 0.017
H -1.848 1.859 0.145
H -4.026 3.135 2.678
H -4.070 2.068 4.934
H -2.465 0.208 5.481
H -0.851 -0.535 3.748

**HOMO level**: -4.171 eV
**Charge**: -1
**Lowest unoccupied orbital energy**: 3.016 eV
**Electronic energy**: -1585.3170 hartree

---

ORCA calculation (wB97M-V/def2-TZVPD) on a structure of composition C9H11Cl21FINO6PS in a non-equilibrium geometry.

Positions of all 52 atoms, in Å:
O -2.603 -3.458 3.655
C -1.997 -2.747 2.953
I -0.633 -3.491 1.471
C -2.090 -1.220 2.972
N -2.936 -0.762 1.837
P -4.640 -0.707 2.111
O -5.325 -0.038 1.011
O -4.707 -0.123 3.578
O -5.013 -2.238 2.346
S -2.344 0.625 1.120
O -0.922 0.548 1.112
O -3.016 1.781 1.599
F -2.827 0.355 -0.335
H -1.089 -0.808 2.859
H -2.510 -0.920 3.936
H -5.391 -0.543 4.136
H -5.333 -2.620 1.510
C -5.492 -1.410 7.321
Cl -4.454 -2.807 7.551
Cl -6.457 -1.593 5.836
Cl -6.546 -1.145 8.698
H -4.866 -0.536 7.194
C -5.078 3.150 3.353
Cl -4.507 4.135 4.702
Cl -6.341 2.035 3.890
Cl -5.657 4.160 2.032
H -4.246 2.563 2.985
C -0.588 3.919 5.303
Cl -0.437 5.569 4.707
Cl -1.574 3.865 6.767
Cl -1.266 2.876 4.054
H 0.402 3.560 5.555
C 0.672 -0.018 -1.863
Cl -0.195 -1.551 -1.772
Cl 2.394 -0.256 -1.571
Cl 0.397 0.772 -3.417
H 0.287 0.624 -1.083
C 5.340 1.030 -4.498
Cl 6.273 0.650 -5.950
Cl 3.632 1.212 -4.877
Cl 5.587 -0.200 -3.259
H 5.703 1.973 -4.111
C 8.044 -3.125 -6.760
Cl 7.939 -4.108 -8.219
Cl 6.736 -3.500 -5.641
Cl 9.618 -3.309 -5.984
H 7.943 -2.092 -7.062
C 8.134 -0.019 -10.364
Cl 7.663 -0.197 -8.665
Cl 7.503 -1.347 -11.328
Cl 7.600 1.537 -10.989
H 9.214 -0.050 -10.407

**HOMO level**: -10.083 eV
**Lowest unoccupied orbital energy**: 0.016 eV
**Electronic energy**: -11656.9410 hartree

---

ORCA calculation (wB97M-V/def2-TZVPD) on a cluster of 2 separate species, C4H13NO2 in total in a non-equilibrium geometry.

Positions of all 20 atoms, in Å:
C -0.269 -1.538 0.576
C -0.676 -1.177 -0.888
C 0.453 -1.460 -1.868
N -1.228 0.158 -0.980
C -0.469 1.359 -1.133
O -0.392 2.206 -0.018
H 0.788 -1.245 0.678
H -0.737 -1.053 1.427
H -0.261 -2.625 0.690
H -1.447 -1.931 -1.070
H 0.471 -0.669 -2.628
H 1.467 -1.359 -1.466
H 0.397 -2.418 -2.370
H -2.045 0.273 -0.410
H 0.561 1.077 -1.356
H -0.887 1.980 -1.950
H -1.190 2.735 0.206
O 2.037 0.215 3.498
H 2.949 0.527 3.484
H 1.564 0.967 3.849

**HOMO level**: -8.311 eV
**SMILES string**: CC(C)NCO.O
**Lowest unoccupied orbital energy**: 0.812 eV
**Electronic energy**: -365.3948 hartree

---

ORCA calculation (wB97M-V/def2-TZVPD) on the molecule C8H10N4OS in a non-equilibrium geometry.

Positions of all 24 atoms, in Å:
C 1.843 -0.876 -1.336
C 0.517 -0.142 -1.398
C 1.186 -0.021 0.757
C 1.037 0.221 2.100
C -0.134 0.861 2.490
C -1.017 0.588 0.315
C -1.151 1.091 1.627
C -2.454 1.870 1.903
N 0.193 0.232 -0.144
N 2.139 -0.705 0.074
N -0.478 -1.134 -3.692
N 0.504 -2.905 -1.605
O 1.765 -2.281 -1.619
S -0.570 -1.769 -2.030
H 2.562 -0.546 -2.113
H 1.697 -0.274 2.708
H -0.267 1.210 3.616
H -1.818 0.583 -0.447
H -3.248 1.395 1.477
H -2.425 2.838 1.271
H -2.689 2.201 3.014
H 3.011 -1.286 0.358
H 0.498 -1.014 -3.900
H -0.701 -0.136 -3.424

**HOMO level (alpha / beta)**: -7.389 / -7.388 eV
**Lowest unoccupied orbital energy (alpha / beta)**: -0.404 / -0.405 eV
**Electronic energy**: -1003.0565 hartree

---

ORCA calculation (wB97M-V/def2-TZVPD) on a structure of composition C22H50CrP2Si2 in a non-equilibrium geometry.

Positions of all 77 atoms, in Å:
P 0.893 -2.074 -3.081
P 1.054 1.546 -1.821
C 0.588 -0.467 -3.897
C 1.529 0.648 -3.414
H -0.476 -0.202 -3.786
H 0.806 -0.667 -4.955
H 2.556 0.296 -3.217
H 1.557 1.476 -4.136
C -0.371 2.552 -2.498
H -0.879 3.127 -1.707
H -1.117 1.884 -2.975
H 0.068 3.259 -3.249
C 2.466 2.668 -1.411
H 2.456 3.467 -2.183
H 3.503 2.315 -1.430
H 2.317 3.186 -0.497
C -0.301 -3.125 -4.125
H -0.699 -3.946 -3.511
H 0.228 -3.592 -4.972
H -1.164 -2.558 -4.504
C 2.398 -2.774 -3.928
H 3.137 -1.981 -4.106
H 2.127 -3.280 -4.871
H 2.815 -3.515 -3.228
Cr 1.413 0.601 0.106
C -2.319 -0.205 -1.265
C -3.032 -0.896 -2.139
C -3.689 -2.213 -1.869
C -3.609 -2.784 -0.406
C -2.560 -3.800 -0.130
C -1.267 -3.626 -0.487
C -0.795 -2.244 -0.914
C -1.355 -0.896 -0.337
C 2.856 -0.636 1.027
H -2.108 0.876 -1.381
H -3.149 -0.534 -3.155
H -3.387 -2.983 -2.604
H -4.766 -2.045 -2.065
H -3.544 -1.973 0.336
H -4.574 -3.261 -0.202
H -2.832 -4.671 0.449
H -0.544 -4.440 -0.607
H -1.005 -2.161 -1.983
H 0.304 -2.287 -0.712
H -1.802 -1.074 0.638
H -0.440 -0.217 -0.223
H 2.900 -0.091 1.998
H 3.867 -0.568 0.574
H 2.535 -1.673 1.234
C 2.762 2.951 2.407
Si 0.883 2.846 2.526
C 0.538 3.381 4.299
C 0.079 4.261 1.563
C 0.189 1.240 1.830
Si -0.283 0.165 3.391
C -1.876 0.856 4.164
C -0.666 -1.646 3.024
C 1.011 -0.019 4.757
H 2.896 3.932 1.907
H 3.293 2.226 1.795
H 3.313 2.977 3.364
H 0.971 4.388 4.399
H -0.524 3.475 4.548
H 1.001 2.758 5.068
H 0.508 4.361 0.560
H -1.010 4.182 1.435
H 0.258 5.199 2.109
H -0.834 1.485 1.401
H -2.479 1.431 3.449
H -2.518 0.034 4.516
H -1.711 1.491 5.044
H 0.254 -2.242 3.068
H -1.356 -2.054 3.781
H -1.127 -1.810 2.051
H 1.746 -0.774 4.442
H 1.558 0.881 5.050
H 0.537 -0.416 5.669

**HOMO level (alpha / beta)**: -7.077 / -7.996 eV
**Lowest unoccupied orbital energy (alpha / beta)**: 0.036 / 0.338 eV
**Spin multiplicity**: 5
**Electronic energy**: -3174.2029 hartree

---

ORCA calculation (wB97M-V/def2-TZVPD) on a structure of composition C2H6N2O3 in a non-equilibrium geometry.

Positions of all 13 atoms, in Å:
C -0.101 -0.558 -0.060
C 2.317 -0.114 -0.159
N 0.918 0.179 -0.480
N -1.583 0.482 -0.452
O -0.290 -1.664 0.343
O -1.769 1.345 0.660
O -2.718 -0.396 -0.411
H 2.378 -1.163 0.152
H 2.929 0.010 -1.070
H 2.616 0.629 0.501
H 0.682 1.212 -0.571
H -2.663 1.056 1.151
H -2.716 -1.017 0.396

**HOMO level (alpha / beta)**: -4.281 / -10.035 eV
**Lowest unoccupied orbital energy (alpha / beta)**: 0.565 / -1.615 eV
**Spin multiplicity**: 3
**Electronic energy**: -414.7319 hartree